ORCA calculation (ωB97M-V/def2-TZVPD) on a 2-piece molecular cluster, C2H6OS2 overall.

Properties
* LUMO level: 0.0166 Eh
* relative energy (zero: lowest compared OMol25 entry of this formula, charge and spin): 116.5 kJ/mol
* frontier orbital gap: 8.827 eV

Structure (ORCA input):
```
! RIJCOSX wB97M-V def2-TZVPD def2/J DEFGRID3
* xyz 0 1
C -0.14 -2.55 -0.54
C -1.09 -1.63 -0.42
O -1.18 -0.56 -1.29
H -0.19 -3.51 -0.06
H 0.78 -2.35 -1.08
H -1.75 -1.53 0.44
H -1.77 -0.82 -2.00
S 1.29 0.81 -0.10
S -0.05 1.54 1.30
H 0.71 1.35 -1.18
H 0.07 0.50 2.15
*
```

Results of the Mulliken charge analysis, in e, for atoms 1 through 6: atom 1 (C): -0.488, atom 2 (C): -0.127, atom 3 (O): -0.413, atom 4 (H): 0.258, atom 5 (H): 0.205, atom 6 (H): 0.347